# 1
Entry from OMol25: a cluster of 2 separate species, C19H19NO4 in total at a distorted geometry (the ωB97M-V functional and the def2-TZVPD basis).

Computed properties:
HOMO (eV): -7.84
LUMO (eV): -1.8
Energy above the lowest of the compared OMol25 structures with the same formula, charge and spin (kJ/mol): 368.0

XYZ file:
```
43
Properties=species:S:1:pos:R:3:lowdin_charge:R:1
C -0.5402 -4.4971 -0.6618 -0.120
C -2.0477 -4.4365 -0.7351 -0.119
C -2.3520 -2.9358 -0.8847 -0.518
O -3.4879 -2.4893 -1.0236 -0.010
N -1.1903 -2.2005 -0.8427 0.119
C -0.0988 -3.0209 -0.7075 -0.517
O 1.0821 -2.6852 -0.6295 -0.012
H -0.1990 -4.9580 0.2711 0.111
H -0.1226 -5.0365 -1.5205 0.113
H -2.4366 -4.9891 -1.5978 0.112
H -2.5052 -4.8155 0.1873 0.113
C -0.8883 2.4522 5.6740 -0.051
O -1.9493 2.2120 4.7172 -0.072
C -1.6247 1.7847 3.4684 -0.237
C -2.7013 1.5517 2.5710 0.015
C -2.4504 1.0867 1.3068 0.010
C -1.1188 0.8697 0.8446 -0.186
C -0.9580 0.4512 -0.4998 0.085
C 0.1288 0.7164 -1.3515 -0.189
C 0.1192 0.1251 -2.6523 0.011
C 1.1450 0.3128 -3.5348 0.025
C 2.3055 1.0299 -3.1325 -0.225
O 3.3799 0.9876 -3.9610 -0.065
C 4.6689 1.4507 -3.4886 -0.045
C 2.3126 1.6933 -1.8754 0.004
C 1.2295 1.5688 -1.0267 0.009
C -0.0502 1.0886 1.7609 -0.001
C -0.2900 1.5501 3.0426 0.001
H -1.4072 2.7185 6.5936 0.094
H -0.2802 1.5522 5.8325 0.096
H -0.2465 3.2835 5.3533 0.098
H -3.7162 1.7511 2.9079 0.126
H -3.2623 0.9172 0.6002 0.132
H -1.7887 -0.0990 -0.9365 0.105
H -0.7206 -0.5215 -2.8911 0.126
H 1.1298 -0.1464 -4.5207 0.127
H 5.3392 1.2896 -4.3322 0.094
H 4.6416 2.5162 -3.2325 0.090
H 5.0112 0.8662 -2.6244 0.104
H 3.1973 2.2624 -1.5704 0.110
H 1.2293 2.1226 -0.0867 0.109
H 0.9769 0.8810 1.4553 0.120
H 0.5363 1.7396 3.7340 0.108
```

# 2
Entry from OMol25: a structure of composition C19H20AsClN3O5SV at a distorted geometry (the ωB97M-V functional and the def2-TZVPD basis).

Computed properties:
HOMO (spin up / spin down) (eV): -15.08 / -15.09
Multiplicity: 3
LUMO (spin up / spin down) (eV): -6.9 / -6.1
Charge: +2
Energy above the lowest of the compared OMol25 structures with the same formula, charge and spin (kJ/mol): 157.5

XYZ file:
```
51
Properties=species:S:1:pos:R:3:mulliken_spin:R:1
V -0.1471 0.4422 -0.0069 2.072
N 1.8317 -0.1788 -1.6615 0.033
N 2.1310 -1.5215 -1.3925 -0.005
C 1.8125 -2.0682 -0.2157 0.007
N 2.0610 -3.3558 -0.0455 -0.002
S 1.1984 -1.1634 1.1132 -0.065
H 1.3952 -0.1198 -2.5747 0.002
H 2.6931 0.3559 -1.6603 -0.002
H 2.4502 -2.1049 -2.1524 0.000
H 2.4639 -3.9363 -0.7654 0.000
H 1.8221 -3.7919 0.8298 0.001
O -3.2016 -1.2330 -1.4635 0.005
Cl -2.0112 -0.6781 -0.9948 -0.013
O -1.8612 -0.6454 0.5046 0.003
O -1.7975 0.7735 -1.3273 -0.007
O -0.7607 -1.2992 -1.4478 0.001
O 0.7989 1.8142 0.3716 -0.064
As 0.8914 2.9299 1.7946 0.003
C 1.4945 4.5308 1.0527 0.004
C 2.0772 5.4690 1.9020 0.000
C 2.4797 6.6858 1.3739 0.000
C 2.2956 6.9506 0.0231 0.000
C 1.7092 6.0086 -0.8133 0.000
C 1.3013 4.7859 -0.3034 -0.002
C 2.1209 2.1397 2.9501 -0.007
C 1.7276 1.1653 3.8708 0.005
C 2.6980 0.5171 4.6162 0.003
C 4.0401 0.8282 4.4316 0.001
C 4.4264 1.7882 3.5052 0.000
C 3.4683 2.4500 2.7542 0.003
C -0.9117 2.9216 2.3359 0.022
C -1.8676 3.1067 1.3320 -0.004
C -3.2106 3.0976 1.6675 0.001
C -3.5929 2.9165 2.9915 -0.001
C -2.6405 2.7609 3.9879 0.004
C -1.2905 2.7672 3.6685 0.008
H 2.2173 5.2694 2.9577 0.000
H 2.9357 7.4266 2.0167 0.000
H 2.6126 7.9023 -0.3824 0.000
H 1.5673 6.2288 -1.8627 0.000
H 0.8529 4.0515 -0.9577 0.001
H 0.6872 0.9061 4.0100 -0.002
H 2.4070 -0.2302 5.3420 0.000
H 4.7933 0.3173 5.0172 0.000
H 5.4729 2.0297 3.3761 0.000
H 3.7683 3.2055 2.0400 0.000
H -1.5796 3.2752 0.3008 -0.009
H -3.9586 3.2463 0.9005 0.000
H -4.6437 2.9114 3.2492 0.000
H -2.9477 2.6389 5.0176 0.000
H -0.5573 2.6801 4.4581 0.002
```

# 3
Entry from OMol25: a structure of composition C19H20BF4IrN6O3 at a distorted geometry (the ωB97M-V functional and the def2-TZVPD basis).

Computed properties:
HOMO (eV): -8.17
LUMO (eV): -1.0
Energy above the lowest of the compared OMol25 structures with the same formula, charge and spin (kJ/mol): 100.8

XYZ file:
```
54
Properties=species:S:1:pos:R:3:lowdin_charge:R:1
Ir -0.3363 0.3954 0.4544 1.550
O 2.6937 0.0705 -2.8895 0.085
C 2.0236 -0.8586 -3.6070 -0.253
C 2.4997 -1.2703 -4.8523 -0.022
C 1.8422 -2.2425 -5.5783 -0.081
C 0.6911 -2.8332 -5.0708 -0.089
C 0.2169 -2.4277 -3.8396 -0.033
C 0.8557 -1.4361 -3.0887 -0.080
C 0.2659 -1.0377 -1.7881 -0.422
O 0.6630 0.0932 -1.2543 -0.160
N -0.6398 -1.8204 -1.2653 0.086
N -1.1012 -1.3065 -0.0549 -0.193
C -2.0562 -1.9158 0.5640 -0.048
C -2.6411 -1.4750 1.7965 -0.153
C -3.8077 -2.1476 2.2188 -0.054
C -4.4586 -1.7972 3.3717 -0.094
C -3.9418 -0.7522 4.1506 -0.070
C -2.8023 -0.0832 3.7812 -0.009
C -2.1123 -0.4207 2.6000 -0.360
O -0.9967 0.2176 2.3430 -0.210
H 3.4592 0.3702 -3.3916 0.116
H 3.4052 -0.8168 -5.2405 0.115
H 2.2328 -2.5437 -6.5417 0.106
H 0.1719 -3.5995 -5.6292 0.100
H -0.6755 -2.8748 -3.4255 0.105
H -2.4133 -2.8273 0.0932 0.137
H -4.1865 -2.9581 1.6065 0.111
H -5.3553 -2.3175 3.6780 0.100
H -4.4525 -0.4631 5.0609 0.107
H -2.4023 0.7252 4.3772 0.122
F 2.0578 3.6031 -0.3647 0.172
B 0.8145 3.4094 0.1603 -1.182
F 0.8768 2.0693 0.9254 -0.105
F 0.4347 4.3498 1.0731 0.167
F -0.1548 3.2359 -0.8406 0.097
C -3.5619 5.1628 -1.7071 -0.066
C -3.6936 4.0741 -2.7671 -0.406
C -2.3471 3.7844 -3.4246 -0.065
C -4.3378 2.8030 -2.2082 -0.095
N -3.5385 2.2037 -1.1409 -0.066
C -2.4888 1.4004 -1.2231 -0.072
N -2.0267 1.2668 -0.0002 -0.129
N -2.8013 1.9853 0.8304 0.090
N -3.7147 2.5492 0.1463 0.117
H -3.2042 6.0847 -2.1652 0.085
H -2.8400 4.8805 -0.9386 0.077
H -4.5143 5.3724 -1.2177 0.081
H -4.3937 4.4147 -3.5371 0.137
H -1.5933 3.5061 -2.6839 0.062
H -1.9752 4.6774 -3.9263 0.087
H -2.4191 2.9902 -4.1724 0.082
H -4.4476 2.0456 -2.9845 0.132
H -5.3152 3.0024 -1.7729 0.131
H -2.0594 0.9856 -2.1182 0.159
```

# 4
Entry from OMol25: a structure of composition C19H20Br2FeN3O2SSe (the ωB97M-V functional and the def2-TZVPD basis).

Computed properties:
HOMO (spin up / spin down) (eV): -7.15 / -6.96
Multiplicity: 6
LUMO (spin up / spin down) (eV): 0.2 / -0.3
Energy above the lowest of the compared OMol25 structures with the same formula, charge and spin (kJ/mol): 59.1

XYZ file:
```
49
Properties=species:S:1:pos:R:3:mulliken_spin:R:1
Fe 0.6367 0.0761 -0.5312 3.773
Br -2.9206 2.7980 -2.1832 0.001
C -1.3260 3.3212 -1.3086 -0.003
C -0.8376 4.6215 -1.5156 0.000
C 0.3247 5.0292 -0.9331 0.004
Br 0.9539 6.7875 -1.2552 0.001
C 1.0654 4.1482 -0.1067 0.013
C 2.2974 4.4510 0.5084 -0.005
C 2.9417 3.4928 1.2442 0.003
C 2.3653 2.2176 1.3587 0.002
N 1.2050 1.9095 0.8255 0.039
C 0.5469 2.8561 0.1061 -0.036
C -0.6833 2.3960 -0.5056 0.017
O -1.0327 1.1611 -0.3193 0.063
H -1.3937 5.2899 -2.1575 0.000
H 2.7282 5.4340 0.3774 0.001
H 3.8939 3.6937 1.7145 0.000
H 2.8832 1.4287 1.8934 -0.009
C -2.4773 -1.5055 -3.2673 0.004
C -1.5472 -1.8411 -2.1382 0.008
O -0.4999 -1.2259 -1.9805 -0.012
N -1.9118 -2.8448 -1.3105 0.003
C -1.1326 -3.1461 -0.1225 -0.014
C -1.4611 -2.2193 1.0238 0.007
C -2.6182 -2.3984 1.7711 0.002
C -2.8982 -1.5153 2.7981 0.000
C -2.0141 -0.4784 3.0448 -0.002
C -0.8892 -0.3676 2.2469 0.007
N -0.6063 -1.2261 1.2637 0.004
H -1.9160 -1.5338 -4.1996 0.002
H -2.8125 -0.4785 -3.1165 0.000
H -3.3370 -2.1701 -3.3323 0.000
H -2.8090 -3.2781 -1.4402 0.001
H -0.0791 -3.0347 -0.3762 0.010
H -1.3173 -4.1826 0.1595 0.000
H -3.2878 -3.2201 1.5490 0.001
H -3.7927 -1.6342 3.3955 0.000
H -2.1948 0.2425 3.8294 0.000
H -0.1899 0.4488 2.3742 -0.001
C 2.2650 -2.6879 1.6497 0.003
S 2.6724 -1.5151 0.3420 0.027
C 3.0713 -2.6534 -0.9933 0.006
H 1.4860 -3.3792 1.3295 0.000
H 1.8909 -2.1143 2.4952 0.001
H 3.1472 -3.2475 1.9570 0.001
H 3.9776 -3.2077 -0.7571 0.001
H 3.2226 -2.0357 -1.8763 -0.002
H 2.2455 -3.3413 -1.1753 -0.001
Se 2.1654 0.6792 -2.3560 1.081
```

# 5
Entry from OMol25: a structure of composition C19H20CdMgN7O9 at a distorted geometry (the ωB97M-V functional and the def2-TZVPD basis).

Computed properties:
HOMO (eV): -9.78
LUMO (eV): -7.1
Charge: +1

XYZ file:
```
57
Properties=species:S:1:pos:R:3:lowdin_charge:R:1
Mg 1.5562 1.1639 1.2483 0.855
Cd -3.0318 0.6345 -3.1052 1.496
N -0.7197 -0.9526 -4.8948 -0.538
O -0.4103 -2.1124 -4.6563 0.042
O -1.7862 -0.4829 -4.2985 -0.301
O -0.1093 -0.2180 -5.6432 0.076
N 1.4038 -1.9933 1.9435 -0.565
O 1.4618 -0.7543 1.5372 -0.183
O 2.1219 -2.7894 1.3534 0.061
O 0.6467 -2.2921 2.8405 0.042
N -1.1643 0.7346 -0.3652 -0.509
O -1.9639 0.7096 0.5367 0.105
O -1.4766 0.3928 -1.5536 -0.200
O 0.0268 1.0802 -0.1871 -0.071
N -0.6424 -3.4084 -2.1444 0.031
C -0.7982 -4.6712 -1.6531 -0.097
C -0.7618 -4.6142 -0.2685 -0.066
C -0.7266 -3.2505 0.0851 -0.081
C -0.5652 -2.5461 -1.0874 -0.122
H -0.6435 -3.1576 -3.1274 0.096
H -0.9814 -5.4806 -2.3395 0.115
H -0.8353 -5.4564 0.3977 0.101
H -0.6548 -2.8006 1.0618 0.077
H -0.3803 -1.5001 -1.2652 0.070
N 1.7490 3.1863 1.1017 -0.017
C 2.4003 3.8869 2.0442 -0.116
C 2.5795 5.2612 2.0580 -0.026
C 1.8200 6.0121 1.1741 -0.014
C 1.1486 5.3255 0.1617 -0.023
C 1.2268 3.9545 0.1239 -0.105
H 2.9920 3.3704 2.8010 0.130
H 3.1717 5.7357 2.8259 0.122
H 1.7869 7.0915 1.2442 0.124
H 0.7031 5.8401 -0.6771 0.120
H 0.8129 3.4064 -0.7140 0.119
N -6.4491 -1.9245 2.5842 0.056
C -5.6230 -2.6969 3.2903 -0.144
C -4.2657 -2.4338 3.4604 -0.064
C -3.7724 -1.2584 2.9399 -0.085
C -4.5863 -0.4583 2.1547 -0.085
C -5.9277 -0.8305 2.0588 -0.174
H -6.0143 -3.6500 3.6317 0.106
H -3.7153 -3.1327 4.0739 0.106
H -2.7453 -0.9506 3.1125 0.104
H -4.2907 0.4687 1.6884 0.077
H -6.6182 -0.1302 1.5925 0.099
N 3.0011 0.8878 -0.3294 -0.005
C 4.1491 1.5770 -0.3861 -0.114
C 5.0075 1.4596 -1.4559 -0.045
C 4.7867 0.4952 -2.4294 -0.027
C 3.5936 -0.2108 -2.3618 -0.016
C 2.7472 0.0021 -1.2958 -0.097
H 4.3055 2.3474 0.3574 0.107
H 5.8899 2.0766 -1.5743 0.115
H 5.4757 0.4004 -3.2557 0.120
H 3.3236 -0.8826 -3.1659 0.121
H 1.7718 -0.4613 -1.2486 0.102
```

# 6
Entry from OMol25: a structure of composition C19H20ClMnO7 at a distorted geometry (the ωB97M-V functional and the def2-TZVPD basis).

Computed properties:
HOMO (spin up / spin down) (eV): -11.41 / -11.22
Multiplicity: 4
LUMO (spin up / spin down) (eV): -4.4 / -4.5
Charge: +1

XYZ file:
```
48
Properties=species:S:1:pos:R:3:mulliken_spin:R:1
Mn -1.0621 -0.4064 -0.1530 2.905
C 5.7230 0.1928 -0.0779 0.000
O 5.2155 0.3065 1.2491 0.002
C 3.9084 0.1974 1.4589 0.003
C 3.5037 0.2637 2.8130 0.002
C 2.1986 0.0993 3.1415 0.000
C 1.1919 -0.1138 2.1582 0.039
C -0.1494 -0.3965 2.5526 0.017
C -0.5070 -0.5172 4.0018 -0.002
O -1.1004 -0.5882 1.7334 -0.029
C 1.6061 -0.0748 0.7831 -0.001
O 0.7385 -0.1334 -0.1993 -0.005
C 2.9593 0.0437 0.4619 0.012
H 6.7818 0.4182 -0.0056 0.000
H 5.2463 0.9063 -0.7506 0.000
H 5.5928 -0.8230 -0.4539 0.000
H 4.2621 0.4249 3.5658 0.000
H 1.9175 0.1301 4.1845 0.001
H 0.1220 -1.2635 4.4860 0.001
H -1.5489 -0.8090 4.0950 0.001
H -0.3520 0.4346 4.5109 0.000
H 3.2224 0.0136 -0.5850 0.001
Cl -2.8904 -0.9743 -0.9998 0.010
C -2.5548 3.9401 -0.5380 0.002
C -1.6547 2.7727 -0.3282 -0.005
C -0.1747 2.9725 -0.4698 0.008
O -2.1168 1.6723 -0.0382 0.043
H -2.2486 4.7589 0.1164 0.000
H -3.5921 3.6798 -0.3476 0.000
H -2.4445 4.2967 -1.5651 0.001
H 0.0909 3.9977 -0.7109 0.000
H 0.1902 2.3034 -1.2525 -0.001
H 0.3129 2.6647 0.4573 0.000
O -4.0616 -0.2317 -0.7919 0.004
C -2.4137 -0.8665 -2.3955 -0.061
C -2.8664 -2.4109 -0.8251 -0.005
C -2.5696 -3.7214 -0.8682 -0.072
C -1.9527 -4.0301 -2.1311 0.062
C -1.5634 -3.0947 -3.2095 -0.053
C -1.7440 -1.6925 -3.2976 0.063
C -1.5291 -0.4849 -4.1575 -0.002
O -0.9701 -0.1310 -5.1235 0.012
O -2.2812 0.3036 -3.2503 -0.004
H -2.2987 0.0208 -0.9404 0.078
H -2.6068 -0.9803 0.1493 -0.028
H -2.7663 -4.4430 -0.0886 0.000
H -1.7018 -5.0688 -2.3148 0.004
H -1.0619 -3.5588 -4.0491 -0.004
```

Computed values of M (unit: g/mol) for the preceding records, in sequence: 325.36 563.77 659.43 649.07 627.13 450.75.